{
  "formula": "C19H18Cl4N4O5OsPSSbSe4",
  "method": "the ωB97M-V functional and the def2-TZVPD basis",
  "s_squared": 6.05,
  "charge": -2,
  "e_homo_ev": [-1.21, -1.72],
  "e_lumo_ev": [3.605, 3.522],
  "e_above_lowest_kj_mol": 151.12,
  "multiplicity": 5,
  "symbols": ["Os", "Cl", "C", "C", "Cl", "C", "Cl", "C", "O", "C", "O", "C", "Cl", "N", "C", "C", "C", "C", "C", "C", "S", "O", "O", "N", "C", "N", "C", "C", "C", "N", "H", "H", "H", "H", "H", "H", "H", "H", "H", "C", "P", "C", "C", "O", "H", "H", "H", "H", "H", "H", "H", "H", "H", "Se", "Sb", "Se", "Se", "Se"],
  "xyz": [[0.298, -0.184, 1.418], [6.044, 0.167, 5.095], [4.370, 0.051, 4.633], [3.386, -0.080, 5.595], [3.807, -0.127, 7.282], [2.039, -0.162, 5.209], [0.775, -0.270, 6.390], [1.677, -0.127, 3.868], [0.426, -0.171, 3.460], [2.688, 0.016, 2.882], [2.303, 0.107, 1.623], [4.014, 0.105, 3.277], [5.214, 0.326, 2.042], [-1.710, -3.407, -6.162], [-1.305, -2.527, -5.157], [-1.789, -1.216, -5.127], [-1.321, -0.320, -4.181], [-0.369, -0.734, -3.261], [0.106, -2.040, -3.270], [-0.363, -2.930, -4.213], [0.342, 0.400, -2.130], [1.763, 0.203, -2.130], [-0.129, 1.731, -2.455], [-0.189, -0.102, -0.678], [-1.533, -0.101, -0.430], [-1.737, -0.322, 0.898], [-2.970, -0.407, 1.347], [-4.046, -0.252, 0.488], [-3.750, -0.015, -0.844], [-2.514, 0.073, -1.320], [-2.586, -3.186, -6.606], [-1.603, -4.385, -5.951], [-2.536, -0.903, -5.849], [-1.685, 0.697, -4.135], [0.834, -2.357, -2.532], [-0.003, -3.952, -4.212], [-3.076, -0.625, 2.404], [-5.061, -0.303, 0.851], [-4.540, 0.098, -1.582], [1.806, 3.257, -0.040], [0.219, 3.281, 0.783], [-1.118, 3.697, -0.333], [0.318, 4.718, 1.866], [-0.066, 2.059, 1.616], [1.838, 4.024, -0.817], [1.998, 2.284, -0.496], [2.567, 3.451, 0.716], [-0.832, 4.523, -0.988], [-1.978, 3.976, 0.275], [-1.360, 2.835, -0.955], [0.546, 5.622, 1.297], [1.100, 4.543, 2.604], [-0.632, 4.840, 2.385], [-1.702, -5.661, -0.383], [0.086, -5.112, 1.235], [0.428, -2.382, 1.335], [1.870, -6.448, 0.001], [-0.362, -6.274, 3.360]],
  "forces_ev_per_angstrom": [[0.497, 0.737, 0.612], [-0.116, -0.013, -0.041], [0.115, 0.033, -0.090], [-0.097, 0.000, 0.098], [-0.036, -0.003, -0.111], [0.083, 0.004, 0.062], [0.044, -0.010, -0.037], [-0.120, 0.071, 0.083], [0.007, 0.322, -0.201], [-0.064, 0.122, -0.157], [-0.098, 0.315, 0.126], [0.122, 0.011, 0.098], [-0.028, -0.002, 0.041], [0.091, 0.083, -0.048], [-0.039, 0.044, -0.117], [0.001, 0.008, 0.027], [0.094, -0.100, 0.035], [0.055, 0.020, -0.330], [-0.004, 0.040, 0.113], [0.031, -0.117, 0.046], [0.406, -0.209, 0.134], [0.081, 0.055, 0.073], [-0.178, -0.067, 0.018], [-1.159, 0.828, 0.126], [-0.195, -0.071, -0.445], [0.343, 0.498, -0.424], [-0.030, -0.134, 0.291], [-0.094, 0.011, -0.021], [0.014, -0.040, 0.046], [0.256, 0.026, 0.100], [-0.049, -0.053, 0.075], [-0.069, 0.004, 0.065], [0.022, -0.002, -0.008], [-0.010, -0.015, -0.024], [-0.021, 0.001, -0.015], [-0.016, 0.011, 0.028], [-0.034, 0.100, -0.003], [0.002, -0.089, -0.036], [-0.023, 0.048, 0.070], [-0.030, -0.116, -0.345], [0.032, -0.179, 0.675], [-0.023, -0.132, -0.255], [0.029, 0.113, 0.067], [-0.051, 0.194, -0.309], [0.047, -0.004, 0.044], [-0.031, -0.002, 0.045], [0.046, -0.066, -0.014], [-0.040, 0.004, 0.035], [-0.012, 0.016, 0.000], [0.024, 0.046, -0.007], [-0.010, -0.010, 0.025], [0.004, 0.004, 0.003], [0.000, 0.009, 0.003], [0.361, 0.187, -0.143], [-0.678, -1.937, 0.391], [0.485, -0.953, -0.103], [-0.070, 0.055, -0.252], [0.133, 0.303, -0.121]]
}


{
  "formula": "C40H46Br2CrIN3O6SSi",
  "method": "the ωB97M-V functional and the def2-TZVPD basis",
  "s_squared": 3.78,
  "charge": 1,
  "e_homo_ev": [-10.20, -10.36],
  "e_lumo_ev": [-3.387, -3.599],
  "multiplicity": 4,
  "symbols": ["Cr", "O", "C", "O", "C", "C", "C", "C", "C", "N", "C", "O", "O", "H", "H", "H", "H", "O", "S", "O", "N", "C", "C", "C", "C", "C", "C", "C", "C", "N", "C", "C", "C", "C", "C", "C", "C", "H", "H", "H", "H", "H", "H", "H", "H", "H", "H", "H", "Br", "C", "C", "C", "C", "C", "C", "I", "H", "H", "H", "H", "C", "C", "C", "C", "Si", "Br", "C", "C", "C", "C", "C", "C", "C", "C", "H", "H", "H", "H", "H", "H", "H", "H", "H", "H", "H", "H", "H", "H", "H", "H", "H", "H", "H", "H", "H", "H", "H", "H", "H", "H", "H"],
  "xyz": [[0.522, 0.442, 0.111], [2.385, 1.900, 3.487], [1.722, 1.250, 2.564], [1.952, 1.408, 1.356], [0.695, 0.290, 2.978], [0.308, -0.068, 4.261], [-0.886, -0.765, 4.415], [-1.680, -1.019, 3.300], [-1.204, -0.648, 2.050], [-0.024, -0.056, 1.898], [-1.931, -0.786, 0.719], [-3.087, -1.143, 0.665], [-1.177, -0.451, -0.263], [2.876, 2.648, 3.098], [0.923, 0.212, 5.100], [-1.211, -1.073, 5.396], [-2.644, -1.501, 3.371], [0.972, 4.172, 1.139], [-0.174, 3.305, 1.203], [-0.252, 2.473, 2.387], [-0.163, 2.268, -0.068], [-0.191, 2.796, -1.319], [-0.473, 4.108, -1.679], [-0.626, 4.444, -3.024], [-0.549, 3.502, -4.021], [-0.180, 2.179, -3.706], [-0.042, 1.137, -4.647], [0.369, -0.099, -4.211], [0.698, -0.289, -2.868], [0.566, 0.658, -1.950], [0.075, 1.856, -2.350], [-1.709, 4.203, 1.165], [-2.865, 3.449, 1.079], [-4.092, 4.089, 1.158], [-4.136, 5.465, 1.321], [-2.967, 6.208, 1.404], [-1.736, 5.573, 1.334], [-0.578, 4.866, -0.924], [-0.834, 5.471, -3.276], [-0.762, 3.760, -5.046], [-0.281, 1.314, -5.685], [0.456, -0.934, -4.888], [1.066, -1.255, -2.544], [-2.786, 2.378, 0.960], [-5.004, 3.518, 1.096], [-5.089, 5.962, 1.395], [-3.014, 7.279, 1.528], [-0.803, 6.113, 1.407], [-2.426, -7.012, 0.227], [-0.554, -6.819, 0.003], [0.245, -7.952, -0.026], [1.613, -7.824, -0.180], [2.187, -6.569, -0.298], [1.392, -5.438, -0.274], [0.018, -5.560, -0.131], [-1.176, -3.813, -0.133], [-0.214, -8.923, 0.070], [2.229, -8.707, -0.207], [3.253, -6.466, -0.414], [1.829, -4.453, -0.360], [5.329, -0.146, 2.816], [5.561, -1.113, 1.648], [7.064, -1.442, 1.583], [4.800, -2.404, 1.980], [5.054, -0.308, -0.067], [2.252, -1.253, 0.008], [5.450, -1.356, -1.676], [6.891, -1.087, -2.135], [5.328, -2.859, -1.402], [4.506, -1.012, -2.834], [5.378, 1.633, -0.271], [4.672, 2.532, 0.751], [6.891, 1.876, -0.119], [4.933, 2.132, -1.655], [5.492, -0.674, 3.752], [4.306, 0.223, 2.820], [6.020, 0.692, 2.786], [7.408, -1.749, 2.568], [7.654, -0.585, 1.274], [7.256, -2.259, 0.896], [5.331, -2.931, 2.770], [4.706, -3.066, 1.130], [3.798, -2.185, 2.332], [7.611, -1.313, -1.354], [7.034, -0.058, -2.450], [7.110, -1.725, -2.988], [6.056, -3.188, -0.668], [5.528, -3.403, -2.322], [4.326, -3.109, -1.070], [4.655, -0.001, -3.194], [3.470, -1.135, -2.537], [4.708, -1.688, -3.660], [4.870, 2.230, 1.774], [3.601, 2.555, 0.574], [5.045, 3.548, 0.629], [7.231, 1.646, 0.886], [7.102, 2.928, -0.306], [7.477, 1.293, -0.822], [3.893, 1.874, -1.852], [5.560, 1.739, -2.450], [5.017, 3.217, -1.682]],
  "forces_ev_per_angstrom": [[-0.517, 0.245, -1.030], [-0.205, -0.082, 0.267], [1.068, 0.416, -0.804], [0.097, -0.465, 0.522], [-0.708, -0.604, 0.431], [0.416, 0.185, -0.617], [-0.228, -0.066, -0.460], [0.292, 0.040, 0.182], [0.106, -0.058, -0.179], [-0.462, -0.495, 1.945], [-0.705, -0.168, 0.784], [0.288, -0.036, 0.121], [0.847, 0.386, -0.856], [-0.100, -0.219, -0.121], [0.013, 0.068, 0.127], [-0.041, -0.001, 0.084], [-0.058, -0.010, -0.021], [-0.298, 0.552, -0.112], [0.156, -0.264, 0.209], [-0.643, 0.598, 0.043], [-0.395, 0.616, 1.903], [-0.207, 0.847, -1.543], [0.283, -0.721, 0.346], [-0.051, -0.226, -0.634], [-0.039, 0.288, 0.111], [0.132, -0.145, 0.369], [0.038, -0.204, 0.377], [-0.032, 0.268, -0.245], [0.065, -0.043, 0.358], [0.006, -0.435, -0.565], [-0.210, 0.744, -0.373], [0.327, -0.278, -0.033], [-0.141, -0.057, -0.026], [0.179, -0.101, -0.028], [0.047, 0.065, 0.026], [0.058, -0.073, 0.003], [0.146, 0.061, -0.029], [-0.025, 0.130, -0.049], [-0.109, 0.123, -0.058], [0.056, 0.060, -0.123], [0.014, 0.026, -0.100], [0.041, -0.030, -0.060], [-0.045, 0.070, 0.134], [-0.139, -0.108, -0.045], [-0.080, -0.066, -0.012], [-0.123, 0.076, -0.028], [0.005, 0.102, 0.035], [0.021, 0.121, 0.005], [0.180, -0.213, -0.019], [-0.193, 0.217, 0.004], [-0.115, 0.025, 0.002], [0.009, 0.035, 0.004], [-0.014, 0.013, -0.014], [-0.046, 0.084, 0.014], [-0.478, 0.364, 0.054], [0.465, -0.432, -0.058], [-0.025, -0.100, 0.015], [0.095, -0.155, 0.004], [0.169, -0.012, -0.013], [0.033, 0.053, -0.026], [0.017, 0.021, -0.357], [-0.300, 0.155, -0.167], [-0.208, 0.166, -0.436], [-0.129, 0.230, -0.232], [0.311, -0.279, -0.084], [1.621, -0.609, -0.083], [-0.241, 0.135, 0.270], [-0.125, 0.269, 0.323], [-0.039, 0.320, 0.185], [0.034, 0.136, 0.270], [-0.448, -0.154, 0.029], [-0.165, -0.172, -0.118], [-0.103, -0.560, 0.047], [0.025, -0.308, 0.100], [0.063, -0.115, 0.140], [-0.099, 0.100, 0.081], [0.026, 0.192, 0.038], [-0.015, -0.024, 0.162], [0.217, 0.113, -0.016], [0.120, -0.133, -0.102], [0.099, -0.059, 0.131], [0.022, -0.240, -0.113], [-0.152, 0.011, 0.055], [0.225, -0.044, 0.089], [0.055, 0.142, -0.084], [0.005, -0.119, -0.117], [0.026, -0.148, 0.156], [0.016, -0.068, -0.199], [-0.163, -0.199, 0.081], [-0.072, 0.111, -0.067], [-0.190, -0.003, -0.081], [0.048, -0.155, -0.148], [-0.020, -0.024, 0.193], [0.043, 0.054, 0.075], [0.112, 0.101, -0.044], [0.111, 0.006, 0.168], [-0.081, 0.126, -0.046], [0.180, -0.063, -0.086], [-0.091, 0.016, -0.107], [0.016, -0.062, -0.141], [0.027, 0.121, 0.038]]
}